[1]
83
Properties=species:S:1:pos:R:3:forces:R:3 method="wB97M-V/def2-TZVPD" max_force_ev_per_a=3.2 e_above_lowest_kcal_mol=23.1 homo_lumo_gap_ev="6.11 / 5.98" lumo_ev="-10.18 / -10.31" e_tot_ha=-2294.37520 spin_multiplicity=2 s2=0.815 charge=+3
Re -0.292440 0.261821 -0.050686 2.3 0.0 1.8
C -0.457756 -4.877994 4.196548 0.0 -0.2 0.0
C -0.177429 -3.596640 3.482209 0.0 0.2 -0.1
C 1.113519 -3.297750 3.029917 0.0 -0.1 0.0
C 1.391939 -2.100991 2.405685 0.0 0.1 0.0
C 0.382313 -1.159395 2.202143 -0.1 -0.4 0.3
N 0.670714 0.136671 1.690968 -1.3 -0.1 -2.9
C 1.313752 1.033034 2.505964 0.3 0.6 0.5
C 1.671150 0.676035 3.829130 -0.1 -0.1 -0.3
C 2.332901 1.539420 4.658430 0.1 0.2 0.1
C 2.694576 2.821604 4.224198 -0.1 -0.2 -0.1
C 3.418614 3.770301 5.113433 0.0 0.2 0.1
C 2.311828 3.202608 2.938761 0.1 0.1 0.0
C 1.626136 2.352030 2.091735 -0.1 -0.4 0.2
N 1.204294 2.842220 0.833785 0.3 0.1 -0.1
C 1.525835 4.033242 0.283355 -0.1 0.1 -0.2
C 0.753338 4.220407 -0.840734 0.0 0.0 0.0
C -0.034604 3.082702 -0.926807 0.0 0.3 0.2
N 0.243888 2.245915 0.087038 -0.6 -0.6 -0.5
C -0.932296 -1.479002 2.584148 0.5 0.0 -0.2
C -1.194156 -2.679578 3.223102 -0.1 -0.1 0.0
N -1.986760 -0.569526 2.299390 -0.2 0.0 0.2
C -3.162664 -0.403570 2.933295 0.0 0.1 0.0
C -3.891033 0.549570 2.248210 0.0 0.0 -0.1
C -3.086061 0.922788 1.179972 -0.1 0.1 0.2
N -1.929574 0.247794 1.219439 -0.2 0.1 -0.6
H 0.257065 -5.031208 5.005779 0.0 0.0 0.0
H -0.342859 -5.728792 3.521555 0.0 0.0 0.0
H -1.462904 -4.900327 4.610769 0.0 0.0 0.0
H 1.910733 -4.013972 3.185098 0.0 0.0 0.0
H 2.398415 -1.862094 2.083236 0.0 0.0 0.0
H 1.415559 -0.308333 4.191360 0.0 0.0 0.0
H 2.570630 1.228954 5.667389 0.0 0.0 0.0
H 3.817886 3.270848 5.992644 0.0 0.0 0.0
H 2.741496 4.558701 5.454685 0.0 0.0 0.0
H 4.235758 4.267294 4.589407 0.0 0.0 0.0
H 2.552016 4.208259 2.624533 0.0 0.0 0.0
H 2.273757 4.688694 0.692614 0.0 -0.1 0.1
H 0.754230 5.076385 -1.493538 0.0 0.0 0.0
H -0.795477 2.839932 -1.651064 0.0 -0.1 0.0
H -2.209467 -2.926123 3.509048 0.0 0.0 0.0
H -3.405065 -0.944974 3.832621 0.1 0.0 0.0
H -4.874923 0.915292 2.485382 0.0 0.0 0.0
H -3.274280 1.657653 0.413100 0.0 0.0 0.0
O 1.125894 0.050859 -1.565375 -1.2 -0.6 1.1
S 1.963288 0.963039 -2.498296 0.3 0.4 -1.0
C 3.273212 -0.098251 -3.079265 -0.2 0.0 0.3
C 4.359661 0.535797 -3.664093 -0.1 0.2 0.0
C 5.341274 -0.244899 -4.253773 0.0 -0.1 0.0
C 5.224047 -1.629304 -4.241613 0.0 0.0 0.0
C 4.149550 -2.245526 -3.610875 0.0 0.0 0.0
C 3.161837 -1.479363 -3.013984 -0.1 0.0 0.0
C 0.993317 1.129429 -4.000976 0.1 0.1 0.5
C 0.472198 0.022501 -4.656833 0.0 -0.1 -0.1
C -0.221830 0.217463 -5.839360 0.1 -0.1 0.1
C -0.375550 1.499515 -6.358596 0.0 0.0 0.0
C 0.159710 2.595066 -5.697841 0.0 0.0 0.0
C 0.844681 2.415217 -4.503334 0.1 0.0 0.1
H 4.429946 1.617418 -3.674991 0.0 0.0 0.0
H 6.200220 0.224734 -4.712214 0.0 0.0 0.0
H 5.980200 -2.231914 -4.726456 0.0 0.0 0.0
H 4.081569 -3.324636 -3.586511 0.0 0.0 0.0
H 2.328235 -1.935078 -2.495267 0.0 0.0 -0.1
H 0.627171 -0.976179 -4.270275 0.0 0.0 0.0
H -0.616798 -0.640611 -6.367307 0.0 0.0 0.0
H -0.908151 1.636065 -7.290366 0.0 0.0 0.0
H 0.064519 3.588160 -6.115636 0.0 0.0 0.0
H 1.278726 3.260263 -3.981513 0.0 0.0 0.0
C -3.903995 -0.705077 -2.292478 0.2 0.0 0.1
C -2.458138 -0.254002 -2.391975 -0.5 0.1 -0.2
O -1.578679 -0.969272 -1.476956 0.3 0.6 0.5
C -1.334827 -2.351130 -1.826146 0.3 -0.4 0.0
C -0.657836 -3.036401 -0.662584 -0.2 0.2 -0.1
H -4.539512 0.033779 -2.779765 0.0 0.0 0.0
H -4.211171 -0.781597 -1.248043 0.0 0.0 0.0
H -4.073856 -1.660422 -2.784316 0.0 0.0 0.0
H -2.374705 0.799535 -2.112778 0.1 0.0 0.0
H -2.074519 -0.364456 -3.407848 0.1 0.0 0.1
H -0.705947 -2.379795 -2.719721 0.0 0.1 0.0
H -2.289038 -2.821009 -2.055518 0.0 0.1 0.0
H 0.241753 -2.485055 -0.359938 0.0 -0.1 0.0
H -0.348696 -4.038563 -0.955641 0.0 0.0 0.0
H -1.334622 -3.123245 0.188464 0.0 0.0 0.0


[2]
9
Properties=species:S:1:pos:R:3:forces:R:3 method="wB97M-V/def2-TZVPD" smiles="C/C=P/OCl" max_force_ev_per_a=5.4 e_above_lowest_kcal_mol=112.2 homo_lumo_gap_ev="7.42 / 7.36" lumo_ev="-1.81 / -1.95" e_tot_ha=-955.22730 charge=0
C 0.031308 0.449742 0.128377 1.7 -1.3 1.8
C 0.361119 -0.550051 -0.910352 5.1 1.5 -0.5
P 2.095597 -0.850947 -1.824529 -2.5 2.0 2.5
O 1.774482 -1.978635 -2.737998 -0.2 -0.1 -1.6
Cl 1.794035 -3.908854 -2.076009 0.0 -1.3 0.5
H 0.022029 -0.132393 1.235074 -0.4 1.5 -2.8
H -0.961252 0.830835 -0.171848 0.5 0.4 0.8
H 0.918607 1.165606 0.214062 -1.7 -0.4 -0.1
H -0.249565 -1.333474 -1.086574 -2.3 -2.5 -0.6


[3]
93
Properties=species:S:1:pos:R:3:forces:R:3 method="wB97M-V/def2-TZVPD" max_force_ev_per_a=1.3 e_above_lowest_kcal_mol=55.8 homo_lumo_gap_ev=6.71 lumo_ev=3.92 e_tot_ha=-4252.36298 charge=-2
Tl -0.400486 -0.903296 0.340738 0.4 0.0 -0.4
O 2.950876 1.232764 -2.010901 0.3 0.5 -0.1
C 1.957900 1.699979 -1.447996 -0.5 -0.4 0.3
O 0.924552 1.048629 -1.044232 0.8 1.0 -0.3
C 1.936763 3.257602 -1.211200 -0.5 -1.0 0.2
P 0.344314 3.528807 -0.344223 0.0 0.8 -0.1
C -0.775689 3.728690 -1.786233 -0.2 -0.1 0.0
C -1.957220 4.447895 -1.592202 0.0 -0.1 -0.1
C -2.861761 4.630810 -2.624255 -0.1 0.0 0.0
C -2.611813 4.077985 -3.872631 0.0 -0.1 0.0
C -1.460319 3.331518 -4.067998 0.0 0.0 -0.1
C -0.548169 3.159136 -3.036558 0.0 0.0 0.1
C 0.527145 5.367080 0.012834 -0.1 -0.3 0.2
C 0.455342 6.419507 -0.900091 0.1 0.0 0.0
C 0.592083 7.734876 -0.481206 0.0 0.1 -0.1
C 0.795960 8.029180 0.860749 0.0 0.0 0.1
C 0.862887 6.996085 1.783589 0.0 0.1 0.0
C 0.725107 5.682023 1.357455 0.0 0.0 0.0
H 2.017914 3.792030 -2.159533 0.0 0.0 0.0
H 2.772017 3.553182 -0.574375 0.0 -0.1 0.0
H -2.166307 4.863323 -0.614036 0.0 0.0 0.0
H -3.776568 5.184610 -2.449612 0.0 0.0 0.0
H -3.325598 4.204087 -4.678134 0.0 0.0 0.0
H -1.269954 2.872656 -5.031184 0.0 0.0 0.0
H 0.333174 2.556067 -3.208208 0.0 0.0 0.0
H 0.286713 6.207403 -1.949603 0.0 0.0 0.0
H 0.540232 8.542360 -1.203481 0.0 0.0 0.0
H 0.899028 9.058006 1.185640 0.0 0.0 0.0
H 1.013690 7.215039 2.834500 0.0 0.0 0.0
H 0.763487 4.867212 2.073473 0.0 0.1 0.0
Cl -3.537055 -2.096042 -6.491434 -0.1 0.0 -0.2
C -2.632201 -2.126668 -5.000939 0.1 0.0 0.1
C -2.846973 -1.151296 -4.044445 0.0 0.0 0.0
C -2.110985 -1.165421 -2.876336 0.2 -0.3 0.1
Cl -2.384251 0.073435 -1.709604 -0.2 0.4 -0.3
C -1.137367 -2.159690 -2.578142 -0.2 0.0 -0.3
O -0.419695 -2.231901 -1.517339 0.1 0.5 0.6
C -0.983227 -3.124025 -3.613211 0.0 0.1 0.1
Cl 0.204905 -4.362200 -3.359864 0.1 -0.2 0.0
C -1.692346 -3.120699 -4.797097 -0.1 0.1 0.1
H -3.582285 -0.373387 -4.194932 0.0 0.0 0.0
H -1.519362 -3.886509 -5.539125 0.0 0.0 0.0
N -2.569116 -3.593865 2.087996 0.0 0.1 -0.1
C -3.153469 -2.540878 1.426008 -0.1 -0.3 -0.2
O -2.595763 -2.054244 0.419934 -0.2 -0.1 0.4
C -4.430510 -2.094385 1.895590 0.0 0.0 -0.1
C -5.069003 -0.982865 1.318374 -0.1 0.3 -0.2
N -5.629950 -0.059664 0.901516 0.1 0.0 0.0
C -5.044438 -2.658064 3.019983 -0.2 -0.2 0.2
N -5.552809 -3.125779 3.953419 0.1 0.0 0.0
H -2.888944 -3.746952 3.031480 0.0 0.0 0.0
H -1.562179 -3.593190 1.976407 0.1 0.1 0.1
C 4.324932 -3.185944 2.528114 -0.1 0.1 0.0
C 3.583281 -2.652052 1.348841 0.0 0.1 -0.2
C 3.949333 -2.548958 0.021338 -0.1 0.0 0.0
C 2.841499 -1.985453 -0.647093 0.2 -0.1 0.0
N 1.883575 -1.753290 0.240357 -0.5 0.2 -0.3
N 2.345544 -2.143821 1.435241 0.5 -0.2 0.4
C 2.707307 -1.685579 -2.093841 -0.2 0.0 0.0
H 5.226460 -3.692472 2.188281 0.0 0.0 0.0
H 3.711406 -3.891255 3.090717 0.0 0.0 0.0
H 4.620434 -2.380948 3.204032 0.0 0.0 0.0
H 4.881431 -2.845222 -0.429611 0.0 0.0 0.0
H 1.646867 -2.184047 2.184400 -0.3 0.0 -0.1
H 3.437076 -2.252585 -2.672289 0.0 -0.1 0.0
H 2.858651 -0.616468 -2.257582 0.0 -0.1 0.0
H 1.698911 -1.931448 -2.418521 0.0 -0.1 -0.1
F -0.042788 -2.163433 2.202470 0.0 -0.2 0.2
C -6.202954 3.214934 6.203075 0.1 -0.1 -0.1
C -5.610015 1.864150 5.793923 -0.1 0.0 0.1
C -4.861127 1.298183 7.010969 -0.1 0.0 -0.1
C -6.762641 0.926100 5.403962 0.1 0.0 0.0
C -4.643161 1.966064 4.615990 0.1 0.1 0.0
C -4.364013 3.167527 3.966585 -0.1 0.0 0.1
C -3.485287 3.255919 2.886607 0.2 0.0 -0.2
C -2.872230 2.093676 2.484057 -0.1 -0.3 0.3
O -1.955627 1.860019 1.494545 0.3 0.3 -0.5
B -1.624947 0.517041 1.569396 0.0 0.0 0.0
O -2.328420 -0.068847 2.601370 0.1 -0.5 0.2
C -3.113947 0.897220 3.149888 0.0 0.4 -0.1
C -4.003032 0.798639 4.190013 0.1 -0.2 -0.1
H -6.874701 3.066594 7.051073 0.0 0.0 0.0
H -6.773850 3.656452 5.385159 0.0 0.1 0.0
H -5.421788 3.911797 6.512595 0.0 0.1 0.0
H -5.534849 1.216633 7.868102 0.0 0.0 0.0
H -4.036416 1.959259 7.284594 0.0 0.0 0.0
H -4.454898 0.310597 6.799499 0.0 0.0 0.0
H -7.501053 0.863243 6.207871 0.0 0.0 0.0
H -6.400851 -0.079030 5.189623 0.0 0.0 0.0
H -7.252925 1.298955 4.503716 0.0 0.0 0.0
H -4.839790 4.079895 4.299663 0.0 0.0 0.0
H -3.294614 4.201900 2.396635 0.0 0.0 0.0
H -4.192364 -0.169644 4.634283 0.0 0.0 0.1


[4]
12
Properties=species:S:1:pos:R:3:forces:R:3 method="wB97M-V/def2-TZVPD" smiles="N#C/C=C(/N)SC=O" max_force_ev_per_a=1.3 e_above_lowest_kcal_mol=24.9 homo_lumo_gap_ev=9.53 lumo_ev=0.43 e_tot_ha=-737.72980 charge=0
N 3.044248 0.404391 -0.593011 -0.9 -0.6 0.4
C 2.105531 -0.188926 -0.257523 0.3 0.2 -0.4
C 0.954705 -0.961681 0.117390 0.1 0.4 -0.2
C -0.306815 -0.666085 -0.227039 -0.5 0.4 0.1
N -1.431954 -1.340174 0.207992 1.1 -0.5 0.5
S -0.676674 0.795146 -1.205212 0.0 -0.3 0.3
C -0.417974 2.096704 0.019383 0.1 -0.3 0.1
O 0.067195 1.978454 1.101092 -0.2 0.0 -0.3
H 1.094925 -1.800969 0.760883 0.4 -0.5 0.3
H -2.282307 -1.134773 -0.261634 -0.5 0.0 -0.1
H -1.359507 -2.225033 0.739438 0.0 1.0 -0.8
H -0.791376 3.042947 -0.401761 0.1 0.1 0.0